# C22H53Br2N2O6

A cluster of 7 separate species, C22H53Br2N2O6 in total at a distorted geometry (wB97M-V/def2-TZVPD, the OMol25 dataset).

The geometry in XYZ format:
```
85
Properties=species:S:1:pos:R:3:forces:R:3:lowdin_charge:R:1
C 3.001 -4.649 -1.756 -0.3286 -0.1763 0.3024 -0.1275
C 2.028 -3.619 -1.312 -0.1272 -0.2820 -0.1931 -0.7135
Br 0.235 -4.227 -1.285 0.0351 0.1825 0.0516 0.8738
C 2.315 -2.379 -0.954 0.0386 0.2913 0.0279 -0.7050
Br 4.060 -1.680 -0.933 -0.0370 0.0906 -0.0285 0.8978
N 1.306 -1.461 -0.517 0.3568 -0.2225 0.0944 -0.0908
C 1.182 -1.064 0.695 -0.4011 0.5499 0.0842 0.0309
C 0.007 -0.136 0.829 -0.3511 -1.6726 0.0773 -0.0343
C -0.863 -0.737 -0.322 1.3570 0.5204 -0.1167 -0.2745
C -2.133 -0.034 -0.730 -0.4848 -0.3916 0.1044 -0.1407
C -3.420 -0.681 -0.184 0.6133 -0.0209 -0.2587 -0.1820
C -3.516 -2.172 -0.424 -0.4204 -0.5417 0.1665 -0.3058
N -4.857 -2.644 -0.030 0.4599 -0.0058 0.0132 0.0007
C 0.266 -0.807 -1.366 -0.1854 0.4641 0.4484 -0.0421
H 2.828 -4.882 -2.803 0.1626 0.0271 -0.1548 0.0980
H 2.790 -5.555 -1.191 0.1093 -0.1434 -0.0011 0.0845
H 4.019 -4.342 -1.561 0.1899 0.0334 -0.1771 0.0494
H 1.825 -1.404 1.493 0.2727 -0.0876 -0.0687 0.1617
H -0.472 -0.296 1.791 0.1313 0.5687 0.2467 0.1380
H 0.342 0.881 0.641 -0.1622 0.2864 0.1603 0.1206
H -0.959 -1.769 0.003 -0.7943 -0.2284 -0.1725 0.0952
H -2.224 -0.059 -1.815 0.1629 0.1053 -0.1505 0.1284
H -2.095 1.010 -0.442 0.0211 0.1935 -0.1331 0.0954
H -4.248 -0.226 -0.718 -0.2447 0.1985 0.2691 0.1157
H -3.506 -0.499 0.888 -0.2176 0.1371 0.0806 0.1156
H -3.351 -2.429 -1.472 -0.0152 0.1885 -0.1387 0.1183
H -2.765 -2.720 0.155 0.2597 0.0657 0.0204 0.0843
H -4.912 -3.632 -0.260 -0.1709 0.0459 -0.0937 0.0660
H -4.842 -2.638 0.988 -0.2752 -0.0029 -0.0118 0.0378
H 0.077 -1.288 -2.315 0.1015 -0.3890 0.0459 0.1359
H 0.653 0.204 -1.505 -0.0717 0.1253 -0.5754 0.1423
C 4.891 -0.300 2.623 -0.2160 0.0804 0.0741 -0.0923
C 4.213 0.873 1.933 0.6178 -0.0984 0.1574 -0.3638
O 4.500 2.098 2.590 -0.2686 0.0175 -0.0851 -0.0651
H 4.569 -0.358 3.663 -0.0317 -0.0087 -0.0007 0.0841
H 4.661 -1.246 2.129 0.0981 -0.0220 -0.0054 0.0387
H 5.975 -0.177 2.623 0.0149 -0.0774 -0.0963 0.0759
H 3.126 0.758 1.951 -0.0432 0.1044 0.0311 0.0921
H 4.530 0.938 0.885 -0.0719 -0.1516 0.0500 0.0743
H 5.453 2.231 2.571 -0.0196 0.0131 0.0354 0.0915
C 8.776 -2.926 4.123 -0.0338 0.0864 -0.0562 -0.0891
C 7.504 -3.453 3.488 0.1758 -0.0092 -0.0888 -0.3163
O 7.172 -2.747 2.290 -0.0645 0.0051 -0.0085 -0.1042
H 8.676 -1.864 4.349 -0.0201 -0.0064 0.0383 0.0749
H 9.003 -3.460 5.046 0.0083 -0.0157 -0.0055 0.0774
H 9.624 -3.041 3.444 0.0157 -0.0595 0.0259 0.0745
H 6.658 -3.322 4.161 -0.0501 0.0110 -0.0364 0.1092
H 7.601 -4.521 3.268 -0.0368 -0.0196 0.0746 0.1084
H 7.903 -2.860 1.673 -0.0063 0.0117 0.0272 0.0807
C -2.841 -3.476 4.993 0.0538 -0.0203 -0.1025 -0.0888
C -3.770 -2.788 4.012 -0.0352 -0.2159 0.0684 -0.3070
O -3.798 -3.456 2.746 0.0998 0.0963 0.0982 -0.1043
H -1.828 -3.524 4.591 0.0044 0.0335 0.0141 0.0716
H -2.815 -2.944 5.945 -0.0182 -0.0053 0.0120 0.0783
H -3.168 -4.500 5.183 -0.0366 0.0173 0.0527 0.0760
H -3.433 -1.772 3.811 -0.0305 0.0138 -0.0621 0.1069
H -4.783 -2.736 4.418 0.0064 0.0865 0.0265 0.1143
H -4.109 -4.356 2.896 0.0024 0.0191 -0.0289 0.0911
C -4.581 4.299 -1.882 0.1005 -0.1456 0.0590 -0.0940
C -3.760 3.509 -0.882 0.0685 0.2461 -0.1099 -0.3085
O -2.544 3.021 -1.458 -0.0112 -0.0226 0.0847 -0.1085
H -4.821 3.693 -2.751 -0.0416 -0.0101 -0.0139 0.0648
H -5.512 4.647 -1.433 -0.0014 0.0218 -0.0085 0.0818
H -4.025 5.168 -2.238 -0.0244 0.0395 0.0353 0.0750
H -4.311 2.632 -0.542 0.0505 -0.0428 0.0137 0.1045
H -3.524 4.125 -0.008 -0.0683 -0.0513 0.0541 0.1100
H -2.033 3.780 -1.759 0.0377 -0.0508 -0.0032 0.0812
C -5.713 4.866 -7.097 0.0765 -0.0089 0.0606 -0.0933
C -6.457 4.640 -5.794 0.0430 0.1973 -0.0392 -0.3150
O -5.727 5.129 -4.670 -0.0279 -0.0352 -0.0992 -0.0969
H -4.737 4.381 -7.065 -0.0146 -0.0357 -0.0072 0.0742
H -6.274 4.467 -7.943 -0.0128 0.0145 -0.0036 0.0746
H -5.548 5.932 -7.268 -0.0553 0.0065 -0.0341 0.0724
H -6.607 3.576 -5.619 -0.0026 -0.0065 0.0592 0.1109
H -7.441 5.119 -5.829 -0.0403 -0.0758 -0.0322 0.1093
H -5.595 6.074 -4.795 0.0001 -0.0232 0.0237 0.0843
C 3.262 2.871 -0.718 -0.1705 -0.0883 -0.0923 -0.0836
C 2.180 3.933 -0.663 0.0291 -0.1425 0.1535 -0.2932
O 0.895 3.396 -0.984 0.0438 -0.0147 -0.1846 -0.0847
H 3.298 2.417 -1.710 0.0192 0.0437 -0.0427 0.0795
H 4.241 3.292 -0.490 0.0095 -0.0072 0.0557 0.0856
H 3.060 2.075 0.007 -0.0147 0.1981 -0.0694 0.0324
H 2.372 4.717 -1.392 -0.0650 0.0126 -0.0334 0.1164
H 2.148 4.393 0.329 0.0583 0.0504 -0.0245 0.1157
H 0.693 2.711 -0.342 -0.0846 0.1348 0.0702 0.0422
```
Forces are in eV/Å.

Values from the calculation:
Kohn-Sham gap = 7.238 eV
Net charge = +1
Calculated total energy = -179014.986 eV


# C22H53ClI2O16PS6

A cluster of 6 separate species, C22H53ClI2O16PS6 in total at a distorted geometry (wB97M-V/def2-TZVPD, the OMol25 dataset).

The geometry in XYZ format:
```
101
Properties=species:S:1:pos:R:3:forces:R:3:lowdin_charge:R:1
C 3.690 -5.882 7.410 -0.0672 -0.0785 -0.1436 -0.1113
C 3.528 -5.534 5.835 -0.3128 0.7054 1.6636 -0.2242
C 1.944 -5.490 5.558 0.6276 -2.2695 -1.3660 -0.5502
C 1.520 -5.910 4.082 -0.0591 1.1875 -0.7063 -0.1455
S 1.308 -3.863 6.159 1.7099 1.2891 0.5318 0.6892
C 1.766 -2.460 5.027 0.7247 1.8188 0.8240 -0.9142
I 1.450 -2.526 2.857 0.1059 -0.0307 1.6252 0.9516
C 2.314 -1.294 5.622 -0.8822 -1.4161 -1.1777 -0.7501
C 2.720 0.008 4.829 0.3196 0.0486 0.5796 -0.1678
I 2.614 -1.169 7.795 -0.2088 0.0042 -1.6033 0.8477
P -0.880 -4.021 6.162 -3.2226 -0.9697 -0.0263 0.5038
O -1.230 -4.878 7.579 1.2255 1.3990 -1.3174 -0.3747
Cl -1.706 -2.095 6.483 1.2484 -1.3060 0.5695 0.2777
H 2.770 -5.541 8.003 1.2406 -0.3999 -0.8926 0.0690
H 4.573 -5.345 7.873 -0.9347 -0.8504 -0.6392 0.0824
H 3.779 -7.011 7.559 -0.0199 1.5863 -0.1627 0.0916
H 4.013 -4.517 5.667 -0.7487 -1.2286 -0.0919 0.1086
H 4.061 -6.286 5.180 -0.9533 0.8109 0.6713 0.1277
H 1.500 -6.290 6.251 0.2636 1.5662 -0.6266 0.1322
H 1.412 -7.026 3.956 0.0457 1.2689 0.4636 0.0972
H 2.279 -5.556 3.302 -0.9113 -0.4673 1.2644 0.0663
H 0.552 -5.366 3.797 1.1671 -1.1396 0.3577 0.0378
H 2.878 -0.135 3.720 -0.2891 -0.1616 1.2805 0.0272
H 3.709 0.395 5.254 -1.4410 -0.5386 -0.4770 0.0904
H 1.932 0.825 4.978 0.9954 -1.2347 -0.0485 0.1089
H -2.181 -5.091 7.656 0.4329 0.1753 -0.2505 0.0736
O -5.488 -1.231 2.155 0.6716 0.2600 -0.0866 -0.2794
S -4.814 0.023 1.944 -0.4386 0.5476 0.0213 0.6082
O -3.719 0.146 1.019 -0.2857 -0.4267 0.3797 -0.2846
O -4.352 0.613 3.378 -0.3920 0.0300 -0.4538 -0.2602
C -3.554 -0.214 4.222 0.5951 -0.4245 0.3414 -0.2920
C -2.113 -0.275 3.750 0.2346 -0.0483 -0.3490 -0.1144
C -6.015 1.264 1.566 0.0625 -0.0008 0.2150 -0.1305
H -3.988 -1.215 4.300 -0.0986 0.0753 -0.1402 0.1090
H -3.587 0.230 5.220 -0.2542 0.1601 -0.1786 0.1177
H -2.035 -0.791 2.791 -0.0238 0.0354 0.0548 0.0674
H -1.493 -0.810 4.473 -0.1332 0.2715 -0.2707 -0.0272
H -1.710 0.731 3.609 -0.0585 -0.0388 0.0650 0.0905
H -6.827 1.204 2.289 0.0697 0.0193 -0.0617 0.0673
H -6.391 1.070 0.563 0.0958 -0.0974 0.0661 0.0838
H -5.535 2.241 1.600 -0.0131 -0.0891 0.0046 0.0751
O 4.996 -2.015 0.478 -0.1370 0.5510 0.3389 -0.2966
S 5.745 -1.076 1.273 1.0660 0.2168 -0.4347 0.5856
O 5.097 -0.033 2.025 -0.2458 -0.5398 -0.2427 -0.2965
O 6.901 -0.423 0.361 -0.3946 -0.7793 0.9473 -0.2543
C 6.525 0.208 -0.870 -0.3358 0.8416 -0.8716 -0.2499
C 5.905 1.572 -0.633 -0.1942 0.1170 0.2272 -0.0694
C 6.809 -1.974 2.365 0.1094 0.0250 -0.0406 -0.1180
H 5.855 -0.437 -1.444 0.0350 -0.0567 0.2197 0.0859
H 7.438 0.327 -1.457 0.0618 -0.2660 0.2841 0.1339
H 4.944 1.484 -0.122 0.0362 0.0044 -0.0777 0.0730
H 5.737 2.087 -1.579 0.0692 -0.1458 0.0276 0.0668
H 6.552 2.185 -0.002 0.0396 -0.0777 -0.0787 0.0872
H 7.334 -2.740 1.797 -0.0470 0.0857 -0.0047 0.0778
H 6.186 -2.435 3.131 -0.0666 0.0728 -0.1001 0.0673
H 7.510 -1.279 2.824 -0.0659 -0.0117 -0.0642 0.0781
O 4.642 1.088 -3.546 0.4537 -0.2126 -0.3451 -0.2838
S 4.980 0.009 -4.438 -0.6508 -0.3896 -0.7714 0.5963
O 6.338 -0.256 -4.829 -0.3567 0.4054 0.4421 -0.2767
O 4.066 0.120 -5.762 0.2839 -0.4868 1.0097 -0.2583
C 4.075 1.348 -6.497 0.1406 0.8638 -0.7557 -0.2568
C 5.338 1.495 -7.325 0.3199 -0.0695 0.1807 -0.0696
C 4.277 -1.489 -3.809 -0.1093 -0.0070 -0.0804 -0.1145
H 3.941 2.201 -5.826 0.0226 -0.1801 0.1274 0.1190
H 3.212 1.324 -7.165 -0.0391 -0.2639 0.2908 0.0969
H 6.217 1.609 -6.687 -0.0457 0.0245 -0.0575 0.0690
H 5.275 2.373 -7.971 -0.1120 -0.0593 0.0300 0.0816
H 5.500 0.609 -7.943 -0.0946 0.0884 -0.0141 0.0870
H 3.235 -1.309 -3.548 0.0765 0.0333 -0.0451 0.0778
H 4.843 -1.777 -2.924 0.0223 0.0794 -0.0673 0.0587
H 4.360 -2.263 -4.571 0.0263 0.0938 0.0205 0.0781
O -8.416 3.262 1.799 -0.4450 0.2265 0.2297 -0.2920
S -9.004 4.509 2.219 -0.0803 0.7260 -0.3161 0.6051
O -10.018 4.562 3.235 0.4300 -0.4138 -0.4039 -0.2718
O -9.526 5.304 0.916 0.6870 -0.1368 0.7066 -0.2626
C -10.430 4.640 0.028 -0.8256 -0.4237 -0.4910 -0.2647
C -11.837 4.590 0.592 -0.0560 -0.0979 0.3090 -0.0740
C -7.709 5.631 2.660 0.0193 0.0664 -0.1244 -0.1200
H -10.064 3.638 -0.214 0.1182 0.0743 0.1495 0.1147
H -10.436 5.213 -0.901 0.2902 0.1186 0.2134 0.1236
H -11.884 3.952 1.477 -0.0025 0.0240 -0.0771 0.0711
H -12.535 4.192 -0.147 0.0983 0.0571 -0.0367 0.0826
H -12.168 5.586 0.894 0.0259 -0.0447 -0.1131 0.0868
H -6.955 5.627 1.874 -0.0901 -0.0065 0.0200 0.0738
H -7.276 5.287 3.599 -0.1261 -0.0798 -0.0506 0.0765
H -8.134 6.625 2.788 -0.0182 -0.0938 -0.0182 0.0771
O 1.038 1.304 -10.652 -0.0455 0.0797 0.7359 -0.2738
S 0.601 2.158 -9.580 -0.6113 0.3394 -0.2980 0.6044
O 1.207 2.107 -8.276 -0.0104 -0.2568 -0.4971 -0.2897
O -0.999 2.019 -9.419 0.7387 0.5002 -0.2182 -0.2631
C -1.553 0.715 -9.229 -0.3145 -0.8966 0.3214 -0.2642
C -1.341 0.215 -7.812 0.2868 0.0138 0.1541 -0.0763
C 0.622 3.836 -10.142 -0.1451 0.0319 0.0259 -0.1191
H -1.145 0.013 -9.961 0.1061 0.1741 -0.0134 0.1171
H -2.624 0.797 -9.423 0.1684 0.3107 -0.1194 0.1234
H -0.282 0.039 -7.611 -0.0733 -0.0133 -0.0265 0.0683
H -1.874 -0.724 -7.651 -0.0418 0.0748 -0.0815 0.0811
H -1.690 0.952 -7.086 -0.0636 -0.0625 -0.0804 0.0851
H 0.128 3.890 -11.111 0.0194 -0.0608 0.0793 0.0765
H 1.663 4.143 -10.232 -0.0258 -0.1491 0.0419 0.0775
H 0.112 4.459 -9.408 0.0309 -0.0813 -0.0241 0.0757
```
Forces are in eV/Å.

Values from the calculation:
Kohn-Sham gap = 8.168 eV
Net charge = +1
Calculated total energy = -159447.267 eV
Energy relative to the best compared isomer or geometry (same formula, charge and spin) = 0.000 eV


How do the records compare in LUMO level? In the order shown, they have -3.98, -3.82 eV.